No. 1
Molecular formula: C42H33AsF5GaN5SSe
Method: DFT, ωB97M-V/def2-TZVPD

Geometry as ORCA input:
```
! wB97M-V def2-TZVPD RIJCOSX def2/J DEFGRID3
* xyz 1 1
Ga 0.007 -0.863 -2.421
Se 4.897 4.563 -1.043
N 5.104 2.819 -1.233
C 3.961 2.372 -1.662
C 3.704 0.959 -1.939
C 4.670 -0.047 -1.883
C 4.315 -1.346 -2.179
C 2.990 -1.631 -2.481
N 2.069 -0.675 -2.519
C 2.417 0.601 -2.288
C 1.358 1.595 -2.489
N 0.149 1.121 -2.843
C -0.826 1.962 -3.163
C -0.640 3.335 -3.111
C 0.571 3.833 -2.682
C 1.600 2.947 -2.354
C 2.916 3.356 -1.867
N 3.220 4.590 -1.597
H 5.687 0.218 -1.613
H 5.044 -2.144 -2.164
H 2.654 -2.637 -2.691
H -1.774 1.526 -3.446
H -1.454 3.995 -3.376
H 0.750 4.901 -2.600
F -5.650 -4.199 -2.320
C -4.468 -3.754 -2.696
C -4.190 -2.404 -2.640
F -5.112 -1.551 -2.203
C -2.958 -1.959 -3.049
F -2.727 -0.640 -2.987
C -1.968 -2.810 -3.517
S -0.406 -2.236 -4.126
C -2.274 -4.160 -3.547
F -1.365 -5.035 -3.961
C -3.506 -4.633 -3.145
F -3.766 -5.931 -3.182
C 4.992 2.284 2.937
C 3.728 1.835 2.246
C 3.464 0.489 2.020
C 2.270 0.044 1.452
C 2.072 -1.446 1.336
C 1.294 0.981 1.087
As -0.421 0.698 0.158
N -0.473 -1.016 -0.627
C -0.550 -2.309 -0.026
C -1.169 -2.526 1.207
C -1.199 -3.794 1.776
C -0.638 -4.887 1.131
C -0.051 -4.694 -0.111
C -0.007 -3.426 -0.676
C -1.793 0.750 1.545
C -3.078 1.039 1.071
C -3.429 1.273 -0.388
C -4.136 1.117 1.979
C -3.953 0.932 3.339
C -5.106 1.012 4.309
C -2.659 0.672 3.790
C -1.579 0.573 2.928
C -0.233 0.245 3.533
C 1.556 2.357 1.279
C 0.549 3.440 0.935
C 2.761 2.755 1.853
H 5.763 1.512 2.906
H 4.787 2.509 3.987
H 5.390 3.195 2.482
H 4.202 -0.251 2.323
H 2.983 -1.975 1.620
H 1.805 -1.748 0.332
H 1.268 -1.796 1.988
H -1.640 -1.703 1.723
H -1.675 -3.923 2.744
H -0.654 -5.868 1.588
H 0.385 -5.532 -0.646
H 0.475 -3.302 -1.637
H -2.564 1.294 -1.042
H -3.952 2.227 -0.492
H -4.103 0.494 -0.748
H -5.134 1.333 1.600
H -6.059 1.058 3.785
H -5.022 1.902 4.938
H -5.119 0.145 4.972
H -2.490 0.527 4.855
H -0.358 -0.078 4.566
H 0.433 1.111 3.533
H 0.271 -0.556 2.988
H -0.297 3.430 1.628
H 0.138 3.318 -0.065
H 1.015 4.424 0.992
H 2.941 3.817 2.010
*
```

Properties
ΔE to the lowest compared entry with this formula, charge and spin in kJ/mol: 31.9
LUMO level in eV: -4.02
Orbital gap in eV: 6.34



No. 2
Molecular formula: C42H33AsIrO3PS3
Method: DFT, ωB97M-V/def2-TZVPD

Geometry as ORCA input:
```
! wB97M-V def2-TZVPD RIJCOSX def2/J DEFGRID3
* xyz 1 2
Ir -0.014 -0.243 0.314
S -1.170 -1.821 -0.765
C -0.712 -1.693 -2.417
C -1.296 -2.549 -3.375
C -0.945 -2.427 -4.690
C -0.011 -1.449 -5.096
C 0.564 -0.606 -4.185
C 0.224 -0.720 -2.822
S 0.938 0.306 -1.641
H -2.014 -3.292 -3.052
H -1.382 -3.085 -5.429
H 0.254 -1.369 -6.142
H 1.278 0.146 -4.495
O 0.822 1.460 1.333
S 0.267 1.142 2.693
O -0.305 2.204 3.442
O -0.645 -0.018 2.433
C 1.653 0.448 3.512
C 2.019 0.923 4.757
C 3.167 0.426 5.359
C 3.927 -0.529 4.707
C 3.544 -1.005 3.460
C 2.398 -0.526 2.837
P 1.968 -1.215 1.184
C 1.921 -3.006 1.446
C 3.081 -3.780 1.520
C 2.998 -5.135 1.790
C 1.758 -5.731 1.987
C 0.602 -4.971 1.905
C 0.682 -3.613 1.634
C 3.408 -0.858 0.159
C 4.124 0.320 0.355
C 5.188 0.627 -0.480
C 5.531 -0.235 -1.512
C 4.800 -1.396 -1.725
C 3.735 -1.708 -0.896
H 1.410 1.678 5.236
H 3.468 0.792 6.331
H 4.829 -0.909 5.167
H 4.152 -1.756 2.975
H 4.052 -3.335 1.340
H 3.900 -5.729 1.843
H 1.696 -6.790 2.200
H -0.366 -5.432 2.049
H -0.223 -3.023 1.573
H 3.849 1.001 1.151
H 5.749 1.538 -0.322
H 6.370 0.000 -2.154
H 5.059 -2.060 -2.539
H 3.158 -2.608 -1.074
C -6.061 0.276 1.622
C -5.951 1.285 0.673
C -4.715 1.593 0.130
C -3.584 0.894 0.547
C -3.691 -0.114 1.497
C -4.936 -0.422 2.032
As -1.893 1.313 -0.267
C -2.373 1.291 -2.143
C -1.884 2.242 -3.031
C -2.219 2.173 -4.376
C -3.042 1.157 -4.837
C -3.537 0.211 -3.951
C -3.204 0.275 -2.607
C -1.480 3.139 0.152
C -2.287 3.845 1.035
C -1.949 5.148 1.377
C -0.806 5.731 0.855
C 0.011 5.015 -0.011
C -0.315 3.714 -0.353
H -7.029 0.034 2.041
H -6.830 1.829 0.353
H -4.635 2.369 -0.623
H -2.813 -0.647 1.833
H -5.023 -1.208 2.770
H -1.247 3.045 -2.685
H -1.839 2.920 -5.061
H -3.306 1.107 -5.885
H -4.189 -0.577 -4.305
H -3.602 -0.465 -1.922
H -3.169 3.389 1.463
H -2.578 5.700 2.062
H -0.541 6.742 1.135
H 0.910 5.466 -0.409
H 0.349 3.144 -0.992
*
```

Properties
ΔE to the lowest compared entry with this formula, charge and spin in kJ/mol: 0.0
LUMO level (alpha / beta) in eV: -2.67 / -4.70
<S²>: 0.764
Orbital gap (alpha / beta) in eV: 7.39 / 5.82



No. 3
Molecular formula: C42H34BrNOP2PtS
Method: DFT, ωB97M-V/def2-TZVPD

Geometry as ORCA input:
```
! wB97M-V def2-TZVPD RIJCOSX def2/J DEFGRID3
* xyz 2 1
Pt 0.235 0.028 -0.166
O -0.434 3.332 1.035
S -0.120 1.924 1.308
C 1.286 1.788 2.418
C 1.263 2.495 3.611
C 2.336 2.373 4.483
C 3.407 1.547 4.159
C 3.428 0.860 2.952
C 2.365 0.983 2.062
P 2.389 0.216 0.421
C 3.285 -1.335 0.500
C 4.086 -1.706 -0.581
C 4.719 -2.942 -0.578
C 4.555 -3.804 0.496
C 3.761 -3.434 1.578
C 3.123 -2.205 1.579
C 3.331 1.335 -0.616
C 4.665 1.581 -0.273
C 5.435 2.411 -1.067
C 4.885 3.000 -2.202
C 3.560 2.770 -2.536
C 2.782 1.937 -1.743
C -1.386 1.275 2.403
C -2.245 2.216 2.942
C -3.238 1.792 3.820
C -3.351 0.451 4.152
C -2.481 -0.483 3.596
C -1.510 -0.092 2.680
P -0.362 -1.289 1.921
C 0.204 -2.302 3.312
C 0.050 -3.684 3.332
C 0.491 -4.405 4.438
C 1.094 -3.757 5.503
C 1.265 -2.376 5.477
C 0.826 -1.649 4.384
C -1.366 -2.479 0.942
C -0.747 -3.154 -0.109
C -1.466 -4.037 -0.900
C -2.818 -4.251 -0.655
C -3.438 -3.599 0.400
C -2.713 -2.724 1.198
H 0.425 3.138 3.852
H 2.333 2.917 5.418
H 4.236 1.442 4.847
H 4.271 0.222 2.711
H 4.224 -1.035 -1.420
H 5.345 -3.227 -1.413
H 5.053 -4.765 0.497
H 3.643 -4.101 2.422
H 2.527 -1.921 2.433
H 5.106 1.125 0.605
H 6.467 2.601 -0.803
H 5.494 3.645 -2.821
H 3.129 3.243 -3.409
H 1.744 1.786 -1.988
H -2.133 3.260 2.676
H -3.911 2.518 4.259
H -4.111 0.127 4.850
H -2.557 -1.524 3.884
H -0.411 -4.202 2.502
H 0.358 -5.479 4.462
H 1.433 -4.326 6.359
H 1.737 -1.871 6.310
H 0.956 -0.570 4.366
H 0.315 -3.026 -0.288
H -0.971 -4.557 -1.710
H -3.381 -4.936 -1.275
H -4.487 -3.773 0.606
H -3.212 -2.228 2.018
C -5.496 0.384 -0.274
C -4.184 0.324 -1.008
C -4.102 0.434 -2.392
C -2.877 0.353 -3.033
C -1.776 0.176 -2.233
Br -0.037 0.046 -2.938
N -1.802 0.076 -0.913
C -3.001 0.142 -0.311
H -6.165 1.112 -0.730
H -5.352 0.656 0.771
H -5.996 -0.586 -0.305
H -5.001 0.584 -2.979
H -2.779 0.426 -4.107
H -3.009 0.045 0.763
*
```

Properties
LUMO level (alpha / beta) in eV: -6.75 / -6.75
Orbital gap (alpha / beta) in eV: 6.26 / 6.26